[1]
# C16H39BFN2O14P3

A cluster of 3 separate species, C16H39BFN2O14P3 in total at a distorted geometry (ωB97M-V/def2-TZVPD, OMol25).

Each line ends with the Mulliken charge.
Atoms and positions in Å:
N 0.027 0.680 2.557  -0.43
B -0.603 2.039 2.583  0.61
O -0.844 2.661 1.342  -0.38
O -0.869 2.616 3.873  -0.39
P -2.463 2.991 4.116  0.96
O -3.105 2.014 5.039  -0.66
O -3.307 3.248 2.718  -0.27
C -4.743 3.342 2.945  -0.53
C -5.435 2.257 2.019  -0.47
C -5.733 0.880 2.723  -0.38
F -4.583 0.237 3.237  -0.27
O -2.475 4.496 4.949  -0.18
N -1.208 5.108 4.827  -0.52
C -1.159 5.737 3.708  0.77
O -1.124 5.905 2.558  -0.31
H -0.236 0.180 3.422  0.26
H 1.042 0.865 2.652  0.15
H 0.019 2.761 0.897  0.24
H -5.077 4.353 2.552  0.30
H -5.040 3.277 4.026  0.43
H -6.416 2.620 1.577  0.36
H -4.746 2.078 1.146  0.18
H -6.148 0.191 1.917  0.27
H -6.559 0.959 3.492  0.32
C -1.470 1.820 -5.219  -1.00
C -2.218 1.687 -3.906  -0.25
O -2.283 0.333 -3.481  -0.46
P -0.959 -0.372 -2.763  1.58
O -0.755 0.709 -1.713  -0.78
O -1.719 -1.434 -1.737  -0.50
C -1.254 -1.550 -0.390  -0.21
C -2.162 -0.783 0.552  -0.86
O -1.003 -1.592 -3.922  -0.57
C -2.236 -2.178 -4.348  -0.10
C -2.577 -1.701 -5.756  -1.09
H -0.491 1.334 -5.170  0.26
H -1.330 2.873 -5.477  0.40
H -2.029 1.345 -6.028  0.22
H -1.763 2.320 -3.142  0.22
H -3.246 2.035 -4.034  0.34
H -0.220 -1.203 -0.304  0.04
H -1.257 -2.610 -0.124  0.40
H -2.382 0.223 0.190  0.16
H -1.715 -0.703 1.542  0.24
H -3.123 -1.297 0.648  0.42
H -3.052 -1.976 -3.656  0.22
H -2.081 -3.259 -4.354  0.47
H -1.809 -1.045 -6.163  0.22
H -3.529 -1.165 -5.757  0.29
H -2.693 -2.551 -6.433  0.33
C 4.183 -4.389 -1.477  -0.93
C 5.372 -3.756 -0.779  -0.40
O 5.042 -2.479 -0.249  -0.37
P 4.189 -2.371 1.171  1.09
O 5.081 -3.285 1.991  -0.77
O 4.806 -0.952 1.778  -0.37
C 5.164 -0.885 3.159  -0.39
C 6.668 -1.012 3.321  -1.12
O 3.015 -1.446 0.403  -0.28
C 3.362 -0.416 -0.525  -0.15
C 3.031 -0.865 -1.944  -1.06
H 3.303 -4.403 -0.828  0.24
H 4.416 -5.412 -1.781  0.39
H 3.919 -3.822 -2.372  0.22
H 5.756 -4.420 -0.002  0.34
H 6.182 -3.608 -1.497  0.31
H 4.641 -1.653 3.734  0.37
H 4.832 0.082 3.545  0.35
H 7.078 -1.841 2.742  0.28
H 6.937 -1.156 4.370  0.37
H 7.161 -0.105 2.961  0.30
H 4.405 -0.114 -0.442  0.41
H 2.756 0.456 -0.265  0.40
H 2.572 -1.853 -1.967  0.16
H 3.933 -0.887 -2.559  0.36
H 2.343 -0.159 -2.418  0.23

Summary:
SMILES string = NB(O)O[P@](=O)(OCCCF)ON=C=O.CCOP(=O)(OCC)OCC.CCOP(=O)(OCC)OCC
HOMO level = -9.79 eV
molecular weight = 606.22 g mol⁻¹


[2]
# C16H39BNO5S

A cluster of 3 separate species, C16H39BNO5S in total at a distorted geometry (ωB97M-V/def2-TZVPD, OMol25).

Each line ends with the Mulliken charge.
Atoms and positions in Å:
O 2.689 2.312 1.806  -0.64
S 3.372 1.350 1.020  1.18
O 4.053 0.326 1.734  -0.68
O 4.404 2.123 0.139  -0.42
C 2.159 0.608 -0.044  -0.47
C 2.488 -0.789 -0.555  -0.36
C 3.086 -0.838 -1.957  -0.45
C 4.555 -0.421 -2.041  -0.24
N 4.985 0.222 -3.264  -0.77
B 4.529 1.482 -3.532  0.45
O 3.407 2.162 -2.950  -0.61
O 5.160 2.246 -4.533  -0.68
H 5.288 1.778 0.367  0.36
H 1.323 0.523 0.630  0.24
H 1.863 1.275 -0.833  0.38
H 1.544 -1.318 -0.603  -0.06
H 3.103 -1.302 0.169  0.38
H 2.464 -0.260 -2.624  0.24
H 3.016 -1.868 -2.282  0.23
H 4.811 0.144 -1.149  -0.01
H 5.126 -1.345 -1.948  0.31
H 2.598 1.801 -3.343  0.25
H 5.815 1.661 -4.941  0.31
C -4.601 -3.577 -2.886  -1.20
C -3.317 -4.376 -3.092  -0.37
C -2.622 -4.759 -1.787  -0.73
C -2.155 -3.578 -0.935  -0.81
C -1.198 -2.618 -1.640  -0.17
C 0.115 -3.268 -2.067  -1.04
H -4.409 -2.630 -2.380  0.28
H -5.073 -3.347 -3.842  0.37
H -5.317 -4.142 -2.285  0.30
H -2.633 -3.811 -3.731  0.26
H -3.555 -5.292 -3.639  0.38
H -1.770 -5.403 -2.018  0.31
H -3.305 -5.372 -1.189  0.41
H -1.667 -3.970 -0.038  0.35
H -3.025 -3.017 -0.582  0.35
H -0.976 -1.792 -0.959  0.22
H -1.685 -2.169 -2.510  0.26
H 0.643 -3.681 -1.205  0.30
H 0.769 -2.535 -2.540  0.14
H -0.047 -4.073 -2.785  0.42
C -0.470 3.787 1.721  -1.28
C -0.370 2.915 2.968  -0.11
C -1.587 2.015 3.181  -0.63
C -2.911 2.750 3.393  -0.80
C -2.921 3.727 4.567  -0.34
C -2.684 3.057 5.917  -1.20
H -1.320 4.473 1.770  0.40
H 0.432 4.386 1.601  0.36
H -0.582 3.172 0.826  0.25
H -0.209 3.548 3.846  0.27
H 0.518 2.290 2.880  0.18
H -1.393 1.357 4.034  0.35
H -1.693 1.354 2.314  0.30
H -3.704 2.008 3.543  0.39
H -3.177 3.292 2.481  0.30
H -3.891 4.233 4.589  0.37
H -2.174 4.510 4.410  0.24
H -3.445 2.299 6.114  0.29
H -2.723 3.789 6.726  0.37
H -1.707 2.574 5.960  0.29

Summary:
HOMO level = -3.18 eV
molecular weight = 368.37 g mol⁻¹
charge = -1


[3]
# C16H39O6P2

A cluster of 3 separate species, C16H39O6P2 in total at a distorted geometry (ωB97M-V/def2-TZVPD, OMol25).

Each line ends with the Mulliken charge.
Atoms and positions in Å:
C 0.621 -0.422 2.045  -0.68
C 0.138 -0.901 0.906  -0.68
P -1.339 -0.230 -0.101  0.76
C -2.631 -0.707 1.226  -1.70
C -3.454 0.393 1.873  1.08
C -4.283 1.223 0.890  -1.16
O -4.370 -0.184 2.850  -0.62
O -1.076 1.381 0.549  -0.34
C -0.012 2.090 0.008  0.46
C -0.436 3.509 -0.390  -1.67
C 0.690 1.176 -1.062  0.01
P 1.317 1.893 -2.637  0.33
O 1.266 1.031 -3.847  -0.62
O -0.137 0.104 -1.356  -0.26
H 0.046 0.315 2.602  0.20
H 1.596 -0.685 2.452  0.24
H 0.624 -1.776 0.467  0.26
H -1.508 -1.517 -0.725  0.08
H -2.370 0.338 -0.932  -0.14
H -3.326 -1.392 0.718  0.47
H -2.137 -1.268 2.028  0.40
H -2.805 1.064 2.442  0.06
H -5.273 1.390 1.323  0.48
H -3.826 2.195 0.696  0.08
H -4.411 0.715 -0.068  0.24
H -4.250 -1.141 2.798  0.34
H 0.750 2.208 0.798  0.04
H -0.666 3.625 -1.450  0.35
H 0.356 4.224 -0.144  0.39
H -1.331 3.781 0.171  0.34
H 1.616 0.802 -0.588  0.27
H 2.632 2.265 -2.273  0.03
H 0.708 3.142 -2.870  -0.03
C -2.541 -2.193 -7.275  -1.06
C -2.961 -2.737 -5.918  -0.30
O -1.887 -3.064 -5.066  -0.46
C -1.015 -1.982 -4.730  -0.45
C -1.687 -0.814 -4.044  -0.48
H -1.889 -2.903 -7.787  0.27
H -3.423 -2.019 -7.895  0.39
H -2.006 -1.247 -7.184  0.28
H -3.509 -3.672 -6.054  0.35
H -3.645 -2.035 -5.428  0.30
H -0.475 -1.644 -5.622  0.29
H -0.274 -2.419 -4.061  0.28
H -2.431 -0.332 -4.687  0.32
H -0.941 -0.071 -3.774  -0.06
H -2.190 -1.135 -3.131  0.30
C 6.119 -0.993 5.200  -1.03
C 5.297 -0.518 4.012  -0.37
O 3.909 -0.740 4.141  -0.39
C 3.271 -0.111 5.237  -0.39
C 3.385 1.404 5.226  -1.03
H 5.946 -2.054 5.384  0.29
H 7.181 -0.843 4.999  0.39
H 5.874 -0.447 6.112  0.26
H 5.586 -1.075 3.120  0.34
H 5.505 0.539 3.805  0.31
H 3.641 -0.520 6.185  0.33
H 2.221 -0.391 5.156  0.38
H 4.418 1.742 5.318  0.28
H 2.824 1.823 6.063  0.39
H 2.977 1.806 4.298  0.26

Summary:
HOMO level = -4.67 eV
molecular weight = 389.43 g mol⁻¹
charge = -1


| no. | orbital gap (eV) |
| --- | --- |
| 1 | 8.16 |
| 2 | 5.63 |
| 3 | 7.27 |